C17H32CeClN2O5P2 | wB97M-V/def2-TZVPD

Positions of all 60 atoms, in Å:
H -0.83 -1.49 3.49
H -2.79 1.74 -1.52
O -1.99 -1.05 0.70
H -0.30 1.87 -4.28
H -3.26 0.19 -2.27
C -0.88 -0.78 -3.60
C 4.02 4.93 0.54
H 1.71 5.73 2.93
C 2.78 -0.35 3.07
H 1.05 1.80 -3.14
C 1.37 3.20 0.57
C -0.94 -0.61 0.45
H 3.65 4.04 2.83
H 4.63 5.23 -0.31
C 0.24 5.39 0.70
N 0.16 2.64 0.45
H 2.45 2.78 3.12
N -0.94 4.66 0.87
H -1.81 5.18 0.80
C 1.57 -2.73 2.20
H -1.69 -1.49 -3.38
C 1.54 4.65 1.05
H -1.03 -0.34 -4.59
H 2.03 -3.01 3.16
C 2.67 3.84 3.25
O 0.15 6.58 0.42
H 0.36 -5.60 -1.61
C 0.05 -0.86 3.69
H -0.27 0.19 3.81
H -2.86 1.59 -3.30
H 3.52 -0.13 2.28
P 1.20 -0.92 2.28
H 1.23 -4.36 -2.71
H 2.57 6.49 0.78
H 3.98 3.83 0.58
C 2.62 5.47 0.37
P -0.88 0.53 -2.35
H 2.27 -2.94 1.38
H 2.37 5.55 -0.69
O -2.13 2.79 0.31
C -2.62 1.06 -2.36
H 3.19 -1.15 3.70
H 0.56 -1.20 4.61
C 1.03 -4.71 -1.66
C 0.35 -3.70 -0.95
H 2.59 0.54 3.68
O 2.37 2.44 0.25
Ce 1.17 0.52 -0.22
H 2.72 4.01 4.32
H 0.65 -3.31 2.03
Cl 2.46 -1.36 -1.30
C 1.59 4.69 2.60
H 0.61 4.38 3.01
C -0.04 1.90 -3.22
H 4.47 5.33 1.46
H 0.07 -1.32 -3.58
H 2.01 -4.88 -1.14
H -0.34 2.86 -2.79
O -0.52 -3.05 -0.51
C -1.04 3.32 0.53

- Maximum force: 6.841 eV/A
- Frontier orbital gap (alpha / beta): 6.30 / 6.30 eV
- Total charge: +2
- Electronic energy: -75382.761 eV
- ΔE to the lowest compared entry with this formula, charge and spin: 0.000 eV
- Spin multiplicity: 2

Here are the Mulliken charges for atoms 1 to 8, given in e: number 1, H, carries 0.422; number 2, H, carries 0.249; number 3, O, carries -0.202; number 4, H, carries 0.532; number 5, H, carries 0.406; number 6, C, carries -1.241; number 7, C, carries -1.399; number 8, H, carries 0.425

C5H11N3 | wB97M-V/def2-TZVPD

Positions of all 19 atoms, in Å:
H 2.17 2.08 -0.05
C -1.09 0.04 -1.26
H -1.83 -0.73 -1.41
C 1.67 1.21 -0.27
H -1.32 -2.20 1.03
C -0.34 -0.32 0.02
C 0.45 0.89 0.63
H 0.79 -1.94 -0.70
H -1.73 0.92 -1.09
C -0.37 2.11 0.59
N -0.41 -2.67 0.80
N -0.98 3.06 0.70
H 2.22 0.34 -0.03
H -0.41 0.33 -2.13
H 0.62 0.67 1.74
H 0.06 -2.89 1.65
H 1.25 1.06 -1.26
H -1.17 -0.37 0.83
N 0.40 -1.59 0.22

- Maximum force: 3.708 eV/A
- Frontier orbital gap: 9.91 eV
- Electronic energy: -9831.347 eV
- ΔE to the lowest compared entry with this formula, charge and spin: 2.559 eV

Here are the Mulliken charges for atoms 1 to 8, given in e: number 1, H, carries 0.451; number 2, C, carries -1.277; number 3, H, carries 0.355; number 4, C, carries -1.379; number 5, H, carries 0.315; number 6, C, carries -0.128; number 7, C, carries 0.444; number 8, H, carries 0.298

C4H4N2O2 | wB97M-V/def2-TZVPD

Positions of all 12 atoms, in Å:
C 0.21 -0.16 0.10
C -0.94 -1.95 0.39
H 2.22 0.52 -0.38
H -1.58 -2.85 0.85
H 1.26 -1.83 0.45
O -1.03 0.06 -0.22
N -1.78 -1.02 -0.07
N 0.85 2.01 -0.57
C 1.17 0.76 -0.36
H -0.24 3.44 -0.14
O -0.48 2.48 -0.40
C 0.33 -1.48 0.35

- Maximum force: 5.904 eV/A
- Frontier orbital gap: 9.51 eV
- Electronic energy: -11282.965 eV
- ΔE to the lowest compared entry with this formula, charge and spin: 5.574 eV

Here are the Mulliken charges for atoms 1 to 8, given in e: number 1, C, carries 1.011; number 2, C, carries -0.114; number 3, H, carries 0.330; number 4, H, carries 0.310; number 5, H, carries 0.447; number 6, O, carries -0.058; number 7, N, carries -0.375; number 8, N, carries -0.435

C3H5NO | wB97M-V/def2-TZVPD

Positions of all 10 atoms, in Å:
C 0.83 0.47 -0.04
H 1.24 -0.27 0.68
C -0.52 0.59 0.61
H -0.73 -2.01 -1.25
H 1.45 1.34 -0.23
N 0.55 -0.36 -1.23
H -0.46 0.87 1.66
O -0.90 -0.81 0.45
H -1.28 1.17 0.08
C -0.37 -1.10 -0.78

- Maximum force: 1.318 eV/A
- Frontier orbital gap: 10.85 eV
- Electronic energy: -6728.435 eV
- ΔE to the lowest compared entry with this formula, charge and spin: 1.138 eV

Here are the Mulliken charges for atoms 1 to 8, given in e: number 1, C, carries -0.348; number 2, H, carries 0.232; number 3, C, carries -0.371; number 4, H, carries 0.373; number 5, H, carries 0.364; number 6, N, carries -0.503; number 7, H, carries 0.256; number 8, O, carries -0.345